Run a
C3H4N2 | wB97M-V/def2-TZVPD

Each line ends with the Mulliken charge.
Positions of all 9 atoms, in Å:
N: 2.016 0.422 0.208  -0.65
C: -0.955 0.142 -1.281  -0.47
C: -1.203 -0.363 -0.016  -0.21
C: -0.152 -0.057 0.833  -0.01
N: 0.797 0.672 0.171  0.17
H: 2.473 1.202 -0.286  0.27
H: -1.209 -0.511 -2.132  0.19
H: -2.026 -1.025 0.280  0.35
H: -0.008 -0.395 1.864  0.36

Properties
LUMO energy (spin up / spin down): -0.57 / -0.70 eV
Total charge: 0
Multiplicity: 1
HOMO (spin up / spin down): -0.3032 / -0.3090 Ha

Run b
C3H4N2 | wB97M-V/def2-TZVPD

Each line ends with the Mulliken charge.
Positions of all 9 atoms, in Å:
N: 1.392 -0.060 -1.395  -0.87
C: 0.154 -0.413 1.066  -0.60
C: -1.047 0.123 0.783  -0.24
C: -0.799 0.307 -0.632  -0.22
N: 0.459 -0.115 -0.544  0.58
H: 2.192 -0.614 -1.094  0.24
H: 0.818 -0.356 1.922  0.30
H: -1.890 0.411 1.395  0.38
H: -1.279 0.717 -1.502  0.44

Properties
LUMO energy (spin up / spin down): 0.06 / 0.18 eV
Total charge: 0
Multiplicity: 1
HOMO (spin up / spin down): -0.2705 / -0.2723 Ha

Tell me which of them is the least stable. Sure, it is run a.

Run a
C5H8N4 | wB97M-V/def2-TZVPD

Each line ends with the Mulliken charge.
Positions of all 17 atoms, in Å:
C: 0.591 1.820 0.101  -0.92
C: 0.052 -0.320 0.112  0.22
C: -0.490 0.958 0.051  0.60
C: 1.397 -0.317 -0.048  -0.26
C: -1.637 -1.391 0.124  -0.37
N: 1.775 1.042 0.110  -0.20
N: -1.902 1.052 -0.010  -0.40
N: -2.489 -0.334 -0.199  -0.31
N: 2.404 -1.245 -0.181  -0.53
H: 0.534 2.908 -0.065  0.35
H: -1.646 -2.205 -0.712  0.29
H: -1.847 -1.643 1.209  0.23
H: 2.611 1.300 -0.417  0.27
H: -2.151 1.603 0.799  0.30
H: -2.834 -0.478 -1.132  0.27
H: 3.322 -0.927 -0.388  0.22
H: 2.308 -1.822 0.645  0.24

Properties
LUMO energy: 0.93 eV
Total charge: 0
Multiplicity: 1
HOMO: -0.2661 Ha

Run b
C5H8N4 | wB97M-V/def2-TZVPD

Each line ends with the Mulliken charge.
Positions of all 17 atoms, in Å:
H: 3.766 0.390 0.459  0.24
N: 2.736 0.470 0.223  -0.60
C: 2.286 -0.725 -0.044  -0.16
N: 1.065 -1.186 -0.425  -0.61
C: 0.149 -0.220 -0.326  0.36
C: 0.280 1.214 -0.384  -0.22
C: -0.881 1.713 -0.115  -0.50
C: -1.900 0.667 0.133  -0.42
N: -1.217 -0.539 -0.339  0.15
N: -1.692 -1.821 0.069  -0.70
H: 3.026 -1.485 -0.048  0.43
H: 1.183 1.774 -0.487  0.48
H: -1.210 2.757 -0.014  0.38
H: -2.736 0.797 -0.541  0.34
H: -2.161 0.634 1.180  0.28
H: -1.154 -2.531 -0.430  0.30
H: -1.538 -1.909 1.089  0.25

Properties
SMILES string: [H]/N=C/N=C1\C=CCN1N
LUMO energy: 0.24 eV
Total charge: 0
Multiplicity: 1
HOMO: -0.3152 Ha

Tell me which of them is the least stable. Sure, it is run a.

Run a
C2H3BrOS | wB97M-V/def2-TZVPD

Each line ends with the Mulliken charge.
Positions of all 8 atoms, in Å:
C: -0.405 -0.168 -0.050  0.22
C: 1.026 -0.393 -0.025  -0.88
O: -2.354 1.666 -0.023  -0.50
S: -0.909 1.516 0.110  0.34
Br: -1.569 -1.636 -0.023  -0.06
H: 1.554 -0.306 0.972  0.25
H: 1.365 -1.292 -0.382  0.40
H: 1.292 0.614 -0.578  0.23

Properties
LUMO energy (spin up / spin down): -0.79 / -0.79 eV
Total charge: 0
Multiplicity: 1
HOMO (spin up / spin down): -0.3203 / -0.3203 Ha

Run b
C2H3BrOS | wB97M-V/def2-TZVPD

Each line ends with the Mulliken charge.
Positions of all 8 atoms, in Å:
C: 1.083 0.099 -0.036  -0.74
O: -0.043 -0.757 -0.025  -0.21
C: -1.284 -0.363 0.060  0.32
S: -2.538 -1.510 -0.089  -0.21
Br: -1.661 1.621 0.168  -0.12
H: 1.823 -0.715 -0.191  0.28
H: 1.267 0.728 0.899  0.35
H: 1.353 0.898 -0.786  0.34

Properties
SMILES string: COC(=S)Br
LUMO energy (spin up / spin down): -0.18 / -0.18 eV
Total charge: 0
Multiplicity: 1
HOMO (spin up / spin down): -0.3319 / -0.3319 Ha

Run c
C2H3BrOS | wB97M-V/def2-TZVPD

Each line ends with the Mulliken charge.
Positions of all 8 atoms, in Å:
C: -0.088 0.000 -1.227  0.07
C: -0.141 0.440 1.110  -0.65
O: 0.326 0.574 -0.249  -0.04
S: 1.922 -0.835 -2.680  -0.18
Br: -1.316 -1.413 -1.100  -0.07
H: 0.183 1.431 1.681  0.21
H: 0.330 -0.578 1.507  0.30
H: -1.216 0.380 0.959  0.36

Properties
LUMO energy (spin up / spin down): -1.50 / -1.63 eV
Total charge: 0
Multiplicity: 1
HOMO (spin up / spin down): -0.3095 / -0.3167 Ha

Tell me which of them is the least stable. Sure, it is run c.

Run a
C2H3NOS2 | wB97M-V/def2-TZVPD

Each line ends with the Mulliken charge.
Positions of all 9 atoms, in Å:
O: 0.479 -0.574 -1.411  -0.43
N: 0.027 -0.087 -0.152  0.15
C: -0.468 1.185 -0.346  -0.19
S: -1.188 2.164 0.823  -0.21
C: 0.453 -0.798 0.983  -0.12
S: -0.040 -0.638 2.556  -0.18
H: -0.224 -1.251 -1.761  0.36
H: -0.405 1.555 -1.369  0.35
H: 1.366 -1.555 0.677  0.27

Properties
SMILES string: ON(C=S)C=S
LUMO energy: -0.96 eV
Total charge: 0
Multiplicity: 1
HOMO: -0.3077 Ha

Run b
C2H3NOS2 | wB97M-V/def2-TZVPD

Each line ends with the Mulliken charge.
Positions of all 9 atoms, in Å:
C: 0.610 0.919 -0.124  -0.03
C: 0.577 -0.496 0.296  -0.55
N: -0.494 1.569 -0.349  -0.33
O: -1.402 -1.729 -0.738  -0.52
S: -1.876 1.040 0.230  0.00
S: -1.135 -1.086 0.532  0.33
H: 1.526 1.470 -0.495  0.33
H: 0.967 -1.085 -0.434  0.35
H: 1.225 -0.602 1.083  0.42

Properties
LUMO energy: 0.10 eV
Total charge: 0
Multiplicity: 1
HOMO: -0.3344 Ha

Run c
C2H3NOS2 | wB97M-V/def2-TZVPD

Each line ends with the Mulliken charge.
Positions of all 9 atoms, in Å:
C: -2.006 -0.099 -1.289  0.00
N: -1.613 -1.212 -1.437  -0.11
S: -1.132 -2.678 -1.825  -0.20
H: -1.870 0.887 -1.201  0.37
O: -0.310 0.367 0.231  -0.43
C: 0.829 0.404 0.626  0.12
S: 1.922 -0.974 0.506  -0.19
H: 1.344 1.168 1.254  0.29
H: 1.203 -1.636 -0.592  0.15

Properties
SMILES string: C#[N+][S-].O=CS
LUMO energy: 0.21 eV
Total charge: 0
Multiplicity: 1
HOMO: -0.3143 Ha

Tell me which of them is the least stable. Sure, it is run a.

Run a
C2H3NOS2 | wB97M-V/def2-TZVPD

Each line ends with the Mulliken charge.
Positions of all 9 atoms, in Å:
S: -1.608 -2.139 -0.677  -0.37
C: -0.697 -0.833 -0.196  0.30
N: -1.202 0.322 0.216  -0.17
S: -0.052 1.596 0.406  -0.05
C: 1.316 0.415 0.072  -0.24
O: 0.634 -0.854 -0.235  -0.31
H: -2.220 0.543 0.216  0.29
H: 1.918 0.221 0.995  0.27
H: 1.911 0.729 -0.798  0.28

Properties
SMILES string: S=C1NSCO1
LUMO energy: 0.13 eV
Total charge: 0
Multiplicity: 1
HOMO: -0.3096 Ha

Run b
C2H3NOS2 | wB97M-V/def2-TZVPD

Each line ends with the Mulliken charge.
Positions of all 9 atoms, in Å:
O: -0.221 1.508 0.008  -0.47
N: 0.025 0.145 -0.247  0.17
C: -1.149 -0.481 -0.163  -0.13
S: -1.413 -2.097 0.034  -0.22
C: 1.374 -0.184 -0.014  -0.11
S: 2.093 -1.622 -0.046  -0.22
H: -0.560 1.711 0.901  0.35
H: -1.959 0.215 -0.620  0.28
H: 1.810 0.804 0.147  0.34

Properties
SMILES string: ON(C=S)C=S
LUMO energy: -1.01 eV
Total charge: 0
Multiplicity: 1
HOMO: -0.3128 Ha

Run c
C2H3NOS2 | wB97M-V/def2-TZVPD

Each line ends with the Mulliken charge.
Positions of all 9 atoms, in Å:
O: -0.840 1.430 -0.287  -0.37
N: -0.032 0.310 0.000  0.23
C: 1.385 0.417 -0.018  -0.05
S: 2.313 -0.969 -0.195  -0.28
C: -0.709 -0.852 -0.030  0.00
S: -2.228 -1.071 -0.145  -0.43
H: -1.691 1.017 0.136  0.31
H: 1.824 1.337 0.296  0.35
H: -0.022 -1.619 0.243  0.23

Properties
SMILES string: ON(C=S)C=S
LUMO energy: -1.31 eV
Total charge: 0
Multiplicity: 1
HOMO: -0.3386 Ha

Tell me which of them is the least stable. Sure, it is run b.